Entry 1:
Density functional theory data (ωB97M-V with the def2-TZVPD basis set) for a single C4H9NO3 molecule.

```
17
Properties=species:S:1:pos:R:3:mulliken_charge:R:1
C -1.917 -0.640 -0.490 -1.332
H 2.073 1.805 -0.775 0.358
N 1.199 0.738 1.993 -0.519
O -0.020 -2.156 -0.468 -0.565
H 0.338 0.441 2.420 0.215
O 2.043 1.862 0.191 -0.581
H -2.587 -1.444 -0.198 0.366
C 0.445 0.194 -0.256 0.387
H 1.642 1.516 2.457 0.265
O 0.676 0.455 -1.625 -0.588
C 1.174 0.902 0.621 0.202
H 0.378 -1.974 -1.328 0.374
H -0.174 0.599 -2.056 0.303
C -0.506 -0.931 0.049 0.249
H -1.915 -0.590 -1.579 0.329
H -0.560 -1.076 1.132 0.220
H -2.289 0.299 -0.088 0.316
```

As for the spin multiplicity: 1. The value obtained for the gap between HOMO and LUMO is 8.40 eV. For the highest occupied orbital energy, the calculation gives -7.764 eV. The value obtained for the energy relative to the best compared isomer or geometry (same formula, charge and spin) is 161.0 kJ/mol.

Entry 2:
Density functional theory data (ωB97M-V with the def2-TZVPD basis set) for a molecular structure, C28H16F10LaN6OS2.

```
64
Properties=species:S:1:pos:R:3:mulliken_charge:R:1
La -0.077 0.794 -1.422 1.424
C 1.627 -1.226 1.011 -0.759
F 1.451 2.103 0.429 -0.007
S -2.796 0.795 -1.288 -0.490
N -0.079 2.811 -5.770 0.090
N 0.985 4.219 -4.212 -0.293
C -2.362 -1.854 -2.059 0.094
C 0.894 -2.929 4.233 -0.179
C -0.180 1.003 -4.396 0.677
S -0.718 3.526 -1.123 -0.427
N -0.087 -3.166 5.156 0.021
C 2.761 3.969 0.966 -0.326
C -2.691 -3.082 -2.590 -0.269
C -0.490 -1.496 2.691 -0.952
H 0.600 4.416 -6.924 0.415
C 0.841 -5.298 8.037 -0.408
C -0.282 3.784 -6.828 -1.071
C 0.479 -3.972 6.128 0.705
C 2.666 -4.959 6.471 -0.750
C 0.708 -2.116 3.023 1.180
C 1.795 -4.175 5.711 0.584
F 3.595 3.168 1.623 -0.283
H 2.456 -1.093 0.325 0.475
C -4.507 -1.004 -2.484 0.146
F -6.109 -2.399 -3.500 -0.270
F 2.345 7.438 0.096 -0.267
N 0.525 1.966 -3.774 -0.422
C -0.031 -4.527 7.301 -1.044
C 1.792 -1.967 2.158 -0.452
C 2.174 -5.513 7.630 -0.492
F -1.083 -1.709 -1.584 -0.324
C 0.724 4.217 -0.372 0.122
C -0.605 1.452 -5.771 -0.344
H -0.160 0.827 -6.548 0.344
H 2.816 -6.128 8.245 0.387
H 3.685 -5.119 6.149 0.437
F 0.205 6.400 -1.109 -0.353
C -3.229 -0.779 -1.982 0.655
H -1.165 4.399 -6.645 0.336
C 1.646 3.460 0.334 0.230
H -1.033 -2.830 5.142 0.174
C 1.010 5.578 -0.431 0.213
C 2.120 6.134 0.187 0.067
F -1.802 -4.070 -2.637 -0.292
F -5.416 -0.032 -2.456 -0.329
H -0.405 3.257 -7.771 0.356
F 4.067 5.856 1.482 -0.284
H -1.692 1.429 -5.868 0.351
H 0.802 5.048 -4.751 0.257
H 1.127 4.342 -3.219 0.090
H -1.368 -1.556 3.320 0.313
F -4.321 -4.435 -3.608 -0.283
C -4.881 -2.223 -3.026 0.150
C 3.001 5.331 0.893 0.716
H 2.738 -2.431 2.394 0.536
N 2.025 -3.513 4.514 -0.597
H -1.499 -0.293 1.226 0.537
H 0.495 -5.753 8.956 0.391
O -0.451 -0.067 -3.829 -0.690
C -3.972 -3.267 -3.083 0.736
C 0.489 3.047 -4.586 0.324
C -0.570 -0.774 1.515 -0.203
H -1.051 -4.369 7.621 0.385
N 0.467 -0.639 0.677 -0.055
```

As for the spin multiplicity: 1. The value obtained for the gap between HOMO and LUMO is 7.68 eV. Its net charge is +1. For the highest occupied orbital energy, the calculation gives -10.663 eV. The value obtained for the energy relative to the best compared isomer or geometry (same formula, charge and spin) is 13.7 kJ/mol.

Entry 3:
Density functional theory data (ωB97M-V with the def2-TZVPD basis set) for a single C5H13N3 molecule at a distorted geometry.

```
21
Properties=species:S:1:pos:R:3:mulliken_charge:R:1
H 1.994 -0.608 1.763 0.363
H -1.264 -1.860 -0.065 0.225
H -1.300 -0.459 1.613 0.312
H 2.066 -2.116 0.788 0.425
H -1.626 1.232 1.382 0.346
H 1.478 1.466 -1.650 0.218
C 1.423 -1.377 1.256 -1.218
N 0.546 1.760 -1.891 -0.421
H 1.359 -0.479 -0.887 0.337
H 0.070 -2.591 -0.963 0.411
C -0.816 0.508 1.479 -0.985
N 0.067 0.540 0.332 0.007
H -0.847 -1.274 -1.696 0.337
C -0.441 1.581 -0.958 0.506
H 0.690 -1.848 1.900 0.313
N -1.478 2.302 -1.044 -0.756
C -0.449 -1.656 -0.755 -1.193
H -0.264 0.785 2.382 0.243
H 0.484 2.628 -2.408 0.286
C 0.529 -0.643 -0.196 0.013
H -2.220 2.108 -0.383 0.230
```

As for the spin multiplicity: 1. The value obtained for the gap between HOMO and LUMO is 9.40 eV. For the highest occupied orbital energy, the calculation gives -8.407 eV. The value obtained for the energy relative to the best compared isomer or geometry (same formula, charge and spin) is 209.4 kJ/mol.

Entry 4:
Density functional theory data (ωB97M-V with the def2-TZVPD basis set) for a molecular structure, C3H4InLiO4 at a distorted geometry.

```
13
Properties=species:S:1:pos:R:3:mulliken_charge:R:1
H -0.875 -0.562 1.646 0.335
O 1.429 1.857 0.185 -0.320
C -0.254 -2.702 1.496 -0.423
H -0.970 -3.068 2.235 0.234
O 0.157 1.882 -1.712 -0.419
In -1.519 5.007 -4.792 0.835
O -0.831 -2.182 0.289 -0.396
H 1.170 0.246 1.102 0.397
C 0.880 1.605 -0.829 0.791
O 0.980 -0.732 0.738 -0.629
H 0.650 -3.298 1.350 0.219
C -0.202 -1.284 1.174 0.271
Li -0.617 3.231 -2.882 1.106
```

As for the spin multiplicity: 1. The value obtained for the gap between HOMO and LUMO is 3.04 eV. Its net charge is +2. For the highest occupied orbital energy, the calculation gives -14.355 eV. The value obtained for the energy relative to the best compared isomer or geometry (same formula, charge and spin) is 0.0 kJ/mol.

Entry 5:
Density functional theory data (ωB97M-V with the def2-TZVPD basis set) for a molecular structure, C24H33BrCaN5O6 at a distorted geometry.

```
70
Properties=species:S:1:pos:R:3:mulliken_charge:R:1
C 4.750 -0.149 -1.730 -0.768
Ca 0.829 0.868 0.599 1.250
C -0.638 -5.324 2.608 -0.372
H -2.629 -1.790 0.398 0.028
H 5.237 0.288 -4.373 0.352
O 1.835 1.472 -1.736 -0.958
C 0.596 -3.271 2.370 -0.507
H -1.410 -3.781 -0.312 0.697
H 1.319 -2.554 2.735 0.411
H 2.020 -0.539 4.390 0.486
C 4.133 -0.883 -2.921 -0.444
C 1.638 2.473 2.889 -0.774
C -1.470 1.990 -0.669 0.308
H -2.192 -0.786 -1.482 0.372
H -4.274 0.245 -3.251 0.402
C -0.293 1.927 4.215 -0.533
N -5.329 -0.642 -0.856 -0.412
C -1.239 -5.085 1.383 -0.225
Br -2.496 -6.326 0.700 -0.185
H -2.572 0.593 -3.280 0.497
N -3.622 -1.757 0.219 -0.217
C -0.026 -3.034 1.150 0.373
O 1.372 -1.187 0.635 -1.001
H -1.017 1.183 -1.266 0.099
C 0.284 -4.409 3.096 -0.702
H -5.919 -0.760 -0.050 0.225
H -1.280 2.178 4.579 0.397
H 3.556 0.002 -4.876 0.374
H 4.925 2.044 -1.570 0.413
H -4.264 2.518 -2.706 0.377
C 0.382 2.805 3.380 -0.049
H 3.092 -1.143 -2.718 0.140
O -3.249 1.245 0.782 -0.750
C -2.032 1.310 0.618 0.618
H 2.183 3.168 2.260 0.274
N 3.811 1.414 -3.309 -0.036
H -4.233 -1.944 0.994 0.218
H -5.625 0.046 -1.524 0.228
N -0.345 2.861 -0.258 -0.405
O -0.542 -1.354 -0.462 -0.801
H 0.761 -4.594 4.050 0.414
H 3.227 1.029 2.901 0.355
C 4.214 0.159 -4.024 -0.625
H -0.707 3.587 0.353 0.253
H -4.342 1.790 -1.105 0.371
C 0.282 -1.780 0.380 0.605
H 4.153 2.263 -3.751 0.352
H -0.239 0.031 5.212 0.413
C 0.290 0.719 4.566 -0.426
H 4.669 -1.791 -3.184 0.460
O -1.129 0.857 1.385 -0.550
C 2.231 1.265 3.252 -0.242
H -0.071 3.752 3.114 0.488
C 1.553 0.390 4.091 -0.252
C 4.205 1.282 -1.856 -0.155
O 2.991 1.455 0.173 -0.718
N -3.159 -0.532 -1.668 0.088
H 5.838 -0.145 -1.807 0.390
H 2.763 1.469 -3.206 0.283
H 4.477 -0.579 -0.769 0.337
C 2.900 1.441 -1.061 0.902
C -3.437 0.548 -2.617 -1.361
H -2.807 3.626 -1.071 0.314
H -1.934 3.015 -2.464 0.406
H 0.052 3.319 -1.072 0.270
C -4.028 -0.942 -0.751 0.675
H -0.886 -6.214 3.170 0.427
C -2.477 2.707 -1.562 -1.351
C -3.711 1.915 -1.981 -0.338
C -0.944 -3.950 0.648 -0.182
```

As for the spin multiplicity: 1. The value obtained for the gap between HOMO and LUMO is 8.52 eV. Its net charge is +1. For the highest occupied orbital energy, the calculation gives -10.890 eV. The value obtained for the energy relative to the best compared isomer or geometry (same formula, charge and spin) is 73.9 kJ/mol.

Entry 6:
Density functional theory data (ωB97M-V with the def2-TZVPD basis set) for 3 unconnected molecules or ions with the total composition C18H34F3NO5 at a distorted geometry.

```
61
Properties=species:S:1:pos:R:3:mulliken_charge:R:1
H 0.380 -1.151 3.785 0.327
H -3.175 2.024 -1.487 0.363
H 3.759 -2.241 3.335 0.438
C -5.336 0.365 0.699 -0.622
C 3.228 0.577 -1.931 -0.983
H -4.483 -0.734 -1.787 0.297
C 3.476 -1.660 2.457 -0.463
H 1.145 -0.787 -0.556 0.100
H 3.574 -0.810 -5.118 0.410
H 1.168 -2.624 3.318 0.309
H 3.864 -1.636 -3.606 0.223
O 1.852 0.540 4.559 -0.287
C -0.865 -0.896 1.565 0.989
H 3.520 -0.367 -0.037 -0.403
H -8.149 2.370 0.160 0.382
H 5.423 0.802 -4.620 0.298
H -6.479 2.920 0.190 0.283
C 2.564 0.361 3.369 -0.204
H 2.017 -2.285 -0.296 0.369
C 5.350 -0.159 -4.106 -1.213
C 4.453 -0.499 2.578 0.509
H 5.747 -0.033 -3.097 0.287
H -4.882 1.757 -1.747 0.318
H -6.702 0.679 -0.949 0.241
C 1.925 -1.424 -0.961 -1.117
H 1.909 -0.477 1.553 -0.418
H 4.037 -1.345 -1.395 0.329
H 1.608 -1.803 -1.934 0.507
H -4.312 2.263 0.629 0.348
H -5.377 0.392 1.793 0.398
H -7.208 2.233 1.646 0.293
H 1.919 -0.072 -3.519 0.300
H 3.638 -2.133 1.492 0.225
C -3.992 1.329 -1.278 -0.485
H -7.439 0.023 0.494 0.371
H -3.519 0.102 -2.999 0.381
C -3.673 -0.017 -1.925 -0.949
H -2.763 -0.445 -1.502 0.066
C 2.938 0.311 -3.409 -0.821
C -6.705 0.752 0.142 -0.487
O 3.950 0.297 3.593 -0.370
C 3.907 -0.655 -4.089 -0.347
N 1.110 1.786 4.499 0.179
O 0.009 -1.883 1.847 -0.321
F -0.517 0.290 2.119 -0.259
C 0.890 -1.635 2.953 -1.077
H 2.471 1.271 -1.549 0.375
C 2.157 -0.896 2.528 1.314
O 5.454 -0.256 1.993 -0.538
H -3.256 0.875 0.688 -0.276
F -2.100 -1.201 1.995 -0.280
H -5.127 -0.675 0.435 0.329
O 0.160 1.721 5.149 -0.272
H 2.345 1.237 2.746 0.488
H 5.997 -0.866 -4.626 0.381
C 3.248 -0.669 -1.052 0.507
H 4.185 1.095 -1.830 0.372
F -0.938 -0.704 0.243 -0.252
C -7.158 2.149 0.558 -1.199
C -4.178 1.251 0.236 -0.062
H 2.957 1.267 -3.942 0.399
```

As for the spin multiplicity: 1. The value obtained for the gap between HOMO and LUMO is 10.45 eV. For the highest occupied orbital energy, the calculation gives -10.902 eV.